C56H41BrClF4GaN2O2P as an isolated structure. Source: the OMol25 dataset; level of theory: wB97M-V/def2-TZVPD.

Each line ends with the Löwdin charge.
Cartesian coordinates (Å):
Br  -3.020  -0.064  0.103  1.075
C  -1.361  -4.368  0.691  -0.622
C  0.198  2.066  5.430  -0.076
H  -2.141  1.935  -3.208  0.102
C  2.474  0.588  -0.209  -0.209
N  1.763  -0.229  0.594  0.144
H  -1.174  0.910  4.257  0.126
C  -0.474  -4.549  -3.739  -0.065
C  3.858  0.519  -0.204  -0.003
P  -0.926  -0.587  -2.678  1.136
H  -3.387  -3.361  4.745  0.106
C  2.149  0.370  4.442  -0.026
C  -1.407  -2.987  0.628  -0.149
H  4.423  1.168  -0.860  0.128
H  2.725  -3.512  -4.117  0.111
F  -5.276  -1.704  -5.182  0.157
H  1.452  -2.305  -0.789  0.117
C  -1.059  -3.342  -3.382  -0.082
N  -0.412  -2.275  0.096  0.027
C  -3.368  -1.200  -3.905  -0.226
H  -1.085  -5.440  -3.810  0.113
O  -0.444  1.496  -0.072  -0.220
H  0.321  -4.025  6.773  0.107
O  -0.586  -0.539  2.261  -0.156
H  -0.905  3.306  1.627  0.123
H  3.848  4.244  2.548  0.106
H  -1.310  6.592  -3.122  0.105
C  1.521  2.238  5.821  -0.088
H  1.789  3.027  6.511  0.108
C  -1.384  2.673  -5.064  -0.062
C  -1.604  -3.816  5.846  -0.081
H  -2.268  -1.743  3.251  0.102
H  -1.965  3.582  -5.012  0.108
C  2.444  3.310  1.225  -0.024
C  -5.546  -1.113  -2.930  -0.127
H  1.419  -2.404  5.306  0.115
F  -2.644  -1.426  -4.999  0.125
C  -0.749  0.558  -4.098  -0.358
H  4.215  -1.730  2.290  0.128
C  -4.738  -1.347  -4.028  -0.125
F  -6.856  -1.246  -3.026  0.163
H  -1.947  3.107  -0.714  0.105
H  0.653  -0.592  -5.265  0.090
C  0.778  -4.293  -0.344  -0.017
H  0.860  1.084  -7.032  0.109
C  1.829  4.520  3.211  -0.083
C  0.661  -2.919  -0.382  -0.138
H  1.334  -5.554  -4.309  0.110
C  0.089  3.510  -1.223  -0.138
H  2.107  5.100  4.081  0.108
C  0.371  -2.634  5.149  -0.025
H  3.529  1.519  5.615  0.106
C  -0.252  -5.039  0.204  -0.040
H  1.064  -2.637  2.042  0.121
C  0.442  5.475  -2.584  -0.068
C  -3.593  -0.608  -1.623  -0.493
C  1.663  -3.469  -3.911  -0.072
C  -2.327  -3.170  4.856  -0.073
F  -5.766  -0.521  -0.689  0.091
H  -2.122  -3.315  -3.172  0.106
C  0.139  3.513  1.830  -0.009
H  -0.278  4.608  3.617  0.110
C  1.517  -1.764  2.519  -0.040
C  0.884  -4.615  -4.014  -0.075
C  1.110  3.042  0.948  -0.135
C  -0.142  1.052  4.553  -0.012
C  0.207  1.275  -6.190  -0.067
H  -2.093  -4.518  6.510  0.105
H  3.230  2.979  0.561  0.100
C  2.803  4.044  2.351  -0.066
C  3.741  -1.090  1.558  0.004
C  -0.921  5.730  -2.596  -0.086
C  -0.343  -1.997  4.136  -0.143
H  -2.843  5.068  -1.909  0.107
H  2.188  -2.162  3.276  0.115
C  4.495  -0.349  0.664  -0.004
C  1.756  1.598  -1.073  -0.044
H  2.016  4.244  -1.851  0.111
H  1.123  6.142  -3.097  0.107
C  -2.750  -0.834  -2.712  -0.301
C  0.631  2.371  -0.345  -0.420
C  -1.699  -2.265  4.007  -0.030
C  1.081  -2.268  -3.537  -0.140
C  -0.251  -3.541  5.992  -0.067
C  2.495  1.393  5.320  -0.069
C  0.829  0.186  4.053  -0.134
H  -0.202  -6.119  0.257  0.125
C  0.353  -0.992  3.203  -0.415
C  0.099  0.332  -5.178  -0.082
H  -0.572  2.723  5.814  0.110
C  -1.778  4.875  -1.918  -0.074
H  1.706  -1.388  -3.425  0.108
C  -0.534  2.445  -6.137  -0.068
C  0.943  4.383  -1.891  -0.021
H  -2.254  -2.451  1.026  0.063
H  2.933  -0.287  4.088  0.099
C  0.492  4.245  2.949  -0.069
H  1.297  1.120  -1.944  0.110
H  -0.454  3.177  -6.930  0.109
H  1.662  -4.769  -0.742  0.125
C  -4.968  -0.741  -1.729  -0.262
C  -1.277  3.769  -1.246  -0.043
C  2.361  -1.004  1.524  -0.207
H  5.575  -0.419  0.671  0.124
C  -0.293  -2.184  -3.293  -0.378
C  -1.484  1.739  -4.045  -0.093
Ga  -0.245  -0.188  0.522  0.232
Cl  -2.680  -5.219  1.392  0.748
H  2.512  2.278  -1.456  0.111

Forces on atoms 1 to 6 (eV/Å):
Br -0.16 0.13 -0.02
C 0.00 -0.01 -0.02
C 0.04 -0.05 0.03
H -0.01 0.02 0.05
C 0.06 -0.03 -0.07
N -0.02 0.14 0.03

As for the total charge: +1. The calculation puts the HOMO-LUMO gap at 7.689 eV.